Record 1
Density functional theory data (the ωB97M-V functional and the def2-TZVPD basis) for a molecular structure, C35H65Br2Cl2FLi2Mg2O11S2.

Each line ends with the Mulliken charge.
Positions of all 122 atoms, in Å:
1 C 2.0802 -3.2050 2.7167  -0.954
2 C 1.1845 -1.9550 2.1714  0.959
3 O 1.8433 -1.5013 0.9758  -0.298
4 C 1.1200 -0.4103 0.3178  1.013
5 C 2.3517 0.6571 0.1590  0.736
6 C 1.8810 2.1481 -0.1312  -1.463
7 C 3.2520 0.7280 1.5238  -0.051
8 C 4.6298 -0.1134 1.3710  -0.769
9 C -0.1856 0.1597 1.1128  -0.467
10 O -0.2613 0.9837 2.0300  -0.534
11 O -1.2719 -0.5841 0.5447  0.324
12 C -1.1520 -0.4967 -0.9222  0.208
13 C -1.3525 0.9276 -1.6032  0.541
14 C -2.6405 1.7480 -1.1487  -1.643
15 C -2.6556 2.2654 0.3667  1.268
16 C -1.5759 3.4394 0.5419  -0.212
17 C -4.1139 2.9657 0.5617  -0.939
18 C -5.0638 1.7417 1.0588  0.370
19 C -6.5930 2.1430 1.2284  -1.009
20 C -7.5396 1.0530 1.1722  0.585
21 C -8.8561 1.0535 0.2742  -1.087
22 C -7.2516 -0.2901 2.0322  -0.374
23 S -2.4619 -1.7684 -1.4230  1.267
24 O -3.8844 -1.1902 -1.3383  -0.507
25 O -2.2758 -2.2055 -2.8651  -0.622
26 F -2.4980 -3.1241 -0.3503  -0.349
27 C 0.4246 -0.9530 -1.0674  1.813
28 C 0.5304 -2.5683 -1.0828  -1.349
29 C 1.0306 -0.4622 -2.4676  -1.005
30 C 2.4238 -1.1374 -2.8824  -0.762
31 C 2.3114 -2.2825 -3.9916  -0.296
32 C 3.5704 -3.3046 -3.8849  -0.797
33 O 3.6660 -3.8797 -2.5568  -0.285
34 C 2.9300 -5.1176 -2.4692  -0.533
35 H 1.3910 -3.8453 3.3563  0.366
36 H 2.8708 -2.7593 3.4094  0.110
37 H 2.5412 -3.7657 1.8360  0.217
38 H 0.1398 -2.4057 1.9995  -0.908
39 H 1.2010 -1.1966 3.0372  0.305
40 H 3.0834 0.3604 -0.6646  0.210
41 H 2.8007 2.8225 0.0572  0.980
42 H 1.5621 2.3646 -1.2230  -0.834
43 H 1.0617 2.5486 0.5513  0.829
44 H 3.6024 1.8293 1.7724  -0.044
45 H 2.6462 0.4118 2.4526  0.113
46 H 5.2217 -0.0822 2.3685  0.087
47 H 5.2529 0.3512 0.5370  0.336
48 H 4.3655 -1.1881 1.0999  0.135
49 H -1.4620 0.7408 -2.7370  0.679
50 H -0.4471 1.6304 -1.5123  -1.162
51 H -3.6399 1.2408 -1.3397  0.557
52 H -2.6566 2.7060 -1.7996  0.294
53 H -2.6140 1.4512 1.1561  0.097
54 H -2.1009 4.4585 0.4016  0.718
55 H -1.1243 3.4787 1.5990  0.304
56 H -0.7740 3.3913 -0.2790  -1.206
57 H -4.0619 3.7813 1.3554  0.411
58 H -4.4891 3.4323 -0.4126  0.333
59 H -4.6561 1.2941 2.0370  0.240
60 H -4.9901 0.8864 0.2869  -0.209
61 H -6.9654 3.2015 1.4276  0.376
62 H -9.3120 2.0996 0.2191  0.408
63 H -9.6466 0.3503 0.7666  0.202
64 H -8.6387 0.5917 -0.7509  0.237
65 H -6.3986 -0.8675 1.5022  -0.082
66 H -6.8694 -0.0652 3.0833  0.058
67 H -8.1546 -0.9938 2.0031  0.345
68 H 1.5976 -2.9577 -1.0834  0.122
69 H 0.0588 -2.9637 -0.1066  0.144
70 H 0.0296 -3.0301 -2.0135  0.545
71 H 0.2631 -0.7214 -3.2896  0.632
72 H 1.2048 0.6742 -2.5263  -0.412
73 H 3.1296 -0.3219 -3.2711  0.500
74 H 2.9127 -1.5190 -1.9102  0.276
75 H 2.4091 -1.7833 -5.0254  0.243
76 H 1.3779 -2.9304 -3.9225  0.203
77 H 3.5143 -4.1320 -4.6805  0.413
78 H 4.5624 -2.7404 -4.0560  0.303
79 H 1.8040 -4.9465 -2.2772  0.150
80 H 3.0346 -5.7855 -3.3944  0.307
81 H 3.2939 -5.7545 -1.5803  0.237
82 C -0.0497 1.6662 -6.5549  -1.072
83 S 1.6260 1.2007 -6.0720  0.483
84 O 1.7426 1.4127 -4.5937  -0.548
85 C 2.4459 2.5883 -6.8835  -0.824
86 H -0.7464 0.9485 -6.1197  0.304
87 H -0.2802 2.6668 -6.1839  0.318
88 H -0.1358 1.6393 -7.6424  0.440
89 H 2.0591 3.5307 -6.4914  0.335
90 H 2.2774 2.5314 -7.9592  0.121
91 H 3.5154 2.5233 -6.6814  0.363
92 C 2.4816 1.7925 -11.0601  0.902
93 O 2.8422 1.5339 -12.1997  -0.337
94 O 2.3071 2.9396 -10.6054  -0.280
95 O 2.2324 0.9487 -10.1768  -0.278
96 Mg 0.6396 3.9215 -1.3708  0.629
97 Cl 3.0254 3.7243 1.9306  -0.533
98 Li -9.8622 1.0825 2.1575  0.902
99 Cl -5.6262 -1.9051 -0.7577  -0.428
100 C 7.5401 -1.9211 5.5453  -0.601
101 C 8.5086 -0.7685 5.4000  -0.577
102 C 7.7957 0.1176 4.3975  -0.413
103 O 6.3882 -0.0821 4.5933  -0.376
104 C 6.1995 -1.2204 5.4451  -0.108
105 H 7.6594 -2.4811 6.4742  0.350
106 H 7.6622 -2.6162 4.7081  0.273
107 H 8.6085 -0.2453 6.3565  0.245
108 H 9.5041 -1.0694 5.0703  0.336
109 H 8.0358 -0.1727 3.3690  0.252
110 H 8.0374 1.1749 4.5263  0.330
111 H 5.8687 -0.8553 6.4235  0.263
112 H 5.4192 -1.8638 5.0312  0.045
113 Br -6.4398 2.0958 5.0904  -0.191
114 C -5.5032 0.9824 6.3946  -0.309
115 C -6.4540 0.0341 7.0850  -0.832
116 Br -7.5228 0.9576 8.4277  0.088
117 H -4.9915 1.6567 7.0803  0.449
118 H -4.7613 0.4292 5.8149  0.354
119 H -5.9031 -0.7303 7.6343  0.372
120 H -7.1521 -0.4530 6.4027  0.206
121 Li -8.1909 0.1910 5.6115  0.794
122 Mg -2.3304 -2.7119 1.9485  -0.389

Summary:
HOMO-LUMO gap, eV: 1.41
Multiplicity: 1
E_HOMO, eV: -9.426
LUMO, eV: -8.013
Total charge: +2
Strongest force on any atom, eV Å⁻¹: 7.60



Record 2
Density functional theory data (the ωB97M-V functional and the def2-TZVPD basis) for C3H7NO in the gas phase.

Each line ends with the Mulliken charge.
Positions of all 12 atoms, in Å:
1 N 0.7376 0.9078 2.0972  -0.589
2 C 0.1736 0.9635 0.7583  -0.503
3 C 0.4598 -0.1856 -0.1736  -0.290
4 C -0.7100 -0.6082 -1.0218  -0.084
5 O -0.6488 -1.2058 -2.0577  -0.454
6 H 0.0743 0.7060 2.8301  0.216
7 H 1.4806 0.2245 2.1498  0.242
8 H 0.4696 1.9232 0.3014  0.247
9 H -0.8879 1.2608 0.8186  0.331
10 H 1.3416 -0.0345 -0.7963  0.310
11 H 0.7166 -1.0844 0.3946  0.268
12 H -1.7018 -0.3541 -0.5784  0.306

Summary:
HOMO-LUMO gap, eV: 10.44
Multiplicity: 1
E_HOMO, eV: -9.409
Structure (SMILES): NCCC=O
LUMO, eV: 1.032
Strongest force on any atom, eV Å⁻¹: 2.16



Record 3
Density functional theory data (the ωB97M-V functional and the def2-TZVPD basis) for 2 unconnected molecules or ions with the total composition C3H8ClN.

Each line ends with the Mulliken charge.
Positions of all 13 atoms, in Å:
1 C -0.8188 0.3956 -0.5428  -0.709
2 C -0.2095 1.0500 0.7023  -0.780
3 C 2.0141 -0.3908 0.5298  -0.252
4 N 1.4898 -1.5167 0.0232  -0.497
5 Cl 3.1197 0.5531 -0.4066  -0.158
6 H 0.0040 0.1219 -1.3210  0.156
7 H -1.2815 -0.5459 -0.1716  0.241
8 H -1.6300 0.9537 -1.0899  0.284
9 H 0.3845 1.9283 0.4298  0.338
10 H -0.6855 0.7869 1.6460  0.376
11 H 1.7859 -0.1471 1.5953  0.450
12 H 1.7244 -1.6212 -0.9850  0.262
13 H 0.4796 -1.5634 0.1440  0.289

Summary:
HOMO-LUMO gap (alpha / beta), eV: 7.42 / 8.74
Multiplicity: 1
E_HOMO (alpha / beta), eV: -6.718 / -7.804
LUMO (alpha / beta), eV: 0.697 / 0.940
Strongest force on any atom, eV Å⁻¹: 3.31



Record 4
Density functional theory data (the ωB97M-V functional and the def2-TZVPD basis) for a molecular structure, C50H41N5OP2PdSSe2Si.

Each line ends with the Mulliken charge.
Positions of all 104 atoms, in Å:
1 Pd 0.5957 0.2704 0.3341  0.374
2 Se 0.3857 -6.5198 0.0466  -0.198
3 P 2.1372 -5.3640 -0.0536  1.131
4 C 3.1964 -5.7286 -1.4836  0.082
5 C 4.4448 -5.1202 -1.5479  -0.533
6 C 5.2882 -5.4234 -2.5988  -0.775
7 C 4.8838 -6.3184 -3.5789  -0.450
8 C 3.6262 -6.8965 -3.5243  -0.740
9 C 2.7787 -6.6070 -2.4700  -0.123
10 C 3.2189 -5.7320 1.3558  0.414
11 C 3.4309 -4.8635 2.4156  -0.274
12 C 4.2098 -5.2776 3.4829  -0.640
13 C 4.7595 -6.5488 3.4995  -0.508
14 C 4.5390 -7.4162 2.4403  -0.681
15 C 3.7648 -7.0118 1.3710  -0.705
16 C 1.9861 -3.5774 -0.0985  0.350
17 C 0.9335 -2.6890 -0.3417  -0.586
18 N 1.4969 -1.4598 -0.2905  0.584
19 N 2.7735 -1.5844 -0.0386  -0.877
20 N 3.0972 -2.8378 0.0699  -0.184
21 P -0.8446 -2.8248 -0.5383  0.535
22 Se -1.7011 -0.8689 -0.7911  -0.288
23 C -1.2556 -3.9656 -1.8872  0.957
24 C -0.2950 -4.6345 -2.6331  -0.430
25 C -0.6928 -5.5823 -3.5606  -0.580
26 C -2.0374 -5.8634 -3.7385  -0.679
27 C -2.9961 -5.1649 -3.0219  -0.601
28 C -2.6094 -4.2046 -2.1057  -0.884
29 C -1.3639 -3.6347 1.0123  0.716
30 C -2.1702 -4.7598 1.0942  -0.451
31 C -2.4397 -5.3079 2.3368  -0.671
32 C -1.9423 -4.7206 3.4885  -0.838
33 C -1.1616 -3.5784 3.4063  -0.740
34 C -0.8668 -3.0453 2.1671  0.551
35 H 4.7317 -4.4159 -0.7783  0.330
36 H 6.2668 -4.9681 -2.6473  0.427
37 H 5.5595 -6.5744 -4.3823  0.391
38 H 3.3087 -7.5828 -4.2953  0.428
39 H 1.8012 -7.0663 -2.3912  0.542
40 H 3.0088 -3.8686 2.3981  0.341
41 H 4.3814 -4.6057 4.3098  0.433
42 H 5.3578 -6.8673 4.3408  0.387
43 H 4.9629 -8.4096 2.4504  0.397
44 H 3.5689 -7.6831 0.5418  0.397
45 H 0.7570 -4.4254 -2.4784  0.643
46 H 0.0505 -6.1172 -4.1325  0.484
47 H -2.3411 -6.6269 -4.4409  0.407
48 H -4.0435 -5.3799 -3.1685  0.406
49 H -3.3409 -3.6309 -1.5521  0.463
50 H -2.5497 -5.2234 0.1969  0.495
51 H -3.0297 -6.2094 2.4015  0.414
52 H -2.1602 -5.1539 4.4535  0.410
53 H -0.7780 -3.1112 4.3033  0.481
54 H -0.2380 -2.1686 2.0656  -0.393
55 N 0.7922 0.0530 7.7220  -0.287
56 C -0.1967 -0.1592 6.8357  -0.181
57 S -1.7339 -0.4923 7.3228  -0.347
58 C 0.1531 -0.1733 5.4134  1.192
59 C 1.4064 -0.5936 4.9673  -1.282
60 C 1.6397 -0.6610 3.6079  -1.413
61 N 0.7316 -0.3239 2.7023  1.570
62 C -0.4707 0.0899 3.1203  -0.080
63 C -0.8019 0.1719 4.4544  -1.285
64 H 0.5764 0.0429 8.7058  0.216
65 H 1.7070 0.3570 7.4345  0.180
66 H 2.1800 -0.9080 5.6495  0.529
67 H 2.5847 -1.0236 3.2260  0.594
68 H -1.1977 0.3298 2.3431  0.268
69 H -1.7870 0.4805 4.7654  0.552
70 O -0.7517 1.8657 0.2524  -0.735
71 Si 0.2931 2.9708 0.6346  0.102
72 C 1.2899 2.6187 2.2418  0.866
73 C 2.5291 1.9850 2.1720  -0.039
74 C 3.3084 1.8231 3.3051  -1.028
75 C 2.8509 2.2738 4.5313  -0.379
76 C 1.5979 2.8526 4.6303  -0.961
77 C 0.8317 3.0231 3.4914  -0.285
78 C 1.6869 3.2763 -0.6431  0.577
79 C 2.2020 2.2404 -1.4154  -0.205
80 C 3.2169 2.4671 -2.3321  -0.810
81 C 3.7241 3.7461 -2.4963  -0.509
82 C 3.2355 4.7834 -1.7190  -0.712
83 C 2.2316 4.5445 -0.7982  -0.360
84 C -0.6247 4.6147 0.8585  0.253
85 C -1.8205 4.8177 0.1899  -0.639
86 C -2.5015 6.0162 0.3056  -0.589
87 C -1.9836 7.0307 1.0911  -0.457
88 C -0.7914 6.8351 1.7677  -0.833
89 C -0.1165 5.6313 1.6500  0.045
90 H 2.9011 1.6233 1.2128  0.171
91 H 4.2796 1.3542 3.2345  0.471
92 H 3.4700 2.1735 5.4111  0.506
93 H 1.2240 3.1891 5.5883  0.464
94 H -0.1439 3.4808 3.5665  0.575
95 H 1.7875 1.2109 -1.3212  0.545
96 H 3.6148 1.6496 -2.9201  0.427
97 H 4.4949 3.9328 -3.2308  0.368
98 H 3.6384 5.7797 -1.8330  0.408
99 H 1.8569 5.3547 -0.1904  0.346
100 H -2.2218 4.0248 -0.4200  0.392
101 H -3.4354 6.1593 -0.2186  0.405
102 H -2.5065 7.9732 1.1787  0.380
103 H -0.3834 7.6215 2.3895  0.398
104 H 0.8114 5.4834 2.1870  0.475

Summary:
HOMO-LUMO gap (alpha / beta), eV: 6.10 / 6.18
Multiplicity: 1
E_HOMO (alpha / beta), eV: -7.985 / -7.985
LUMO (alpha / beta), eV: -1.881 / -1.801
Strongest force on any atom, eV Å⁻¹: 3.40



no.,E (eV)
1,-260650.55477
2,-6761.22947
3,-17249.50161
4,-233478.34155